The following is a DFT calculation (ωB97M-V with the def2-TZVPD basis set) of a cluster of 2 separate species, C2H4FNO in total.

Each line ends with the Löwdin charge.
Cartesian coordinates (Å):
C -1.032 -0.273 -0.029  -0.079
N 0.327 -0.482 0.086  0.044
C 1.392 -0.938 -0.017  -0.347
O 2.516 -1.197 -0.012  0.165
H -1.286 0.685 -0.204  0.033
H -1.317 -0.929 -0.821  0.095
H -1.467 -0.525 0.981  0.125
F 0.240 2.266 0.021  -0.095
H 0.627 1.393 -0.005  0.058

Forces on atoms 1 to 2 (eV/Å):
-0.978 -3.671 2.106
0.063 1.377 0.312

Summary:
gap between HOMO and LUMO: 0.4169 Eh
ΔE to the lowest compared entry with this formula, charge and spin: 91.4 kJ/mol
E_LUMO: 0.0173 hartree
SMILES: CN=C=O.F
highest occupied orbital energy: -10.87 eV


The following is a DFT calculation (ωB97M-V with the def2-TZVPD basis set) of a structure of composition C18H27AuF6N2O2PSb.

Each line ends with the Löwdin charge.
Cartesian coordinates (Å):
Au -0.400 0.145 -0.910  1.014
C 1.644 4.069 -0.641  0.013
C 0.557 3.064 -0.473  -0.376
O 0.437 2.178 -1.320  -0.067
C -0.287 3.288 0.745  0.051
C -1.175 2.547 1.420  -0.277
C -1.842 3.014 2.668  -0.020
N -1.442 1.226 0.946  0.003
N -2.219 0.579 1.653  0.142
C -2.344 -0.817 1.209  -0.315
O -1.667 -1.315 0.315  -0.034
C -3.314 -1.587 1.963  -0.152
C -3.334 -2.980 1.807  0.002
C -4.270 -3.728 2.487  -0.046
C -5.199 -3.094 3.310  -0.037
C -5.184 -1.715 3.469  -0.047
C -4.233 -0.956 2.811  -0.002
H 2.323 3.961 0.211  0.104
H 1.238 5.082 -0.611  0.105
H 2.183 3.895 -1.567  0.099
H -0.073 4.247 1.202  0.130
H -1.402 3.950 3.001  0.095
H -1.725 2.268 3.451  0.083
H -2.910 3.160 2.495  0.095
H -2.597 -3.455 1.173  0.123
H -4.280 -4.805 2.389  0.116
H -5.933 -3.685 3.841  0.118
H -5.904 -1.236 4.118  0.116
H -4.192 0.114 2.950  0.111
F 1.270 0.257 0.557  -0.439
Sb 1.930 0.356 2.418  1.402
F 1.342 -1.425 2.519  -0.347
F 3.595 -0.154 1.758  -0.327
F 2.539 0.528 4.166  -0.323
F 2.194 2.171 1.964  -0.333
F 0.165 0.842 2.931  -0.329
C -1.506 -3.270 -4.071  -0.124
C -0.757 -2.438 -3.027  -0.374
P -1.428 -0.770 -2.777  0.866
C -1.166 0.143 -4.323  -0.360
C -1.376 1.655 -4.229  -0.125
C -3.210 -0.970 -2.497  -0.368
C -3.942 0.281 -2.011  -0.125
H -0.981 -4.210 -4.231  0.084
H -1.564 -2.760 -5.034  0.073
H -2.518 -3.509 -3.745  0.072
H 0.290 -2.301 -3.309  0.091
H -0.759 -2.931 -2.052  0.084
H -1.839 -0.296 -5.065  0.093
H -0.145 -0.085 -4.636  0.097
H -2.415 1.909 -4.028  0.063
H -1.102 2.120 -5.175  0.084
H -0.756 2.094 -3.449  0.045
H -3.303 -1.780 -1.769  0.084
H -3.633 -1.330 -3.438  0.096
H -3.412 0.767 -1.190  0.045
H -4.938 0.016 -1.659  0.084
H -4.059 1.014 -2.807  0.066

Forces on atoms 1 to 2 (eV/Å):
-0.551 -0.321 -0.581
0.031 0.018 -0.002

Summary:
⟨S²⟩: 0.75
gap between HOMO and LUMO (alpha / beta): 0.2700 / 0.2603 Eh
ΔE to the lowest compared entry with this formula, charge and spin: 82.6 kJ/mol
E_LUMO (alpha / beta): -0.1931 / -0.2109 hartree
2S+1: 2
charge: +1
highest occupied orbital energy (alpha / beta): -12.60 / -12.82 eV


The following is a DFT calculation (ωB97M-V with the def2-TZVPD basis set) of a structure of composition C30H40BN7PbS4.

Each line ends with the Löwdin charge.
Cartesian coordinates (Å):
Pb 0.788 -0.669 -0.228  1.011
C -1.526 -1.491 -4.708  -0.025
C -2.594 -1.646 -3.613  -0.547
C -2.293 -2.928 -2.843  -0.106
C -3.998 -1.742 -4.224  -0.022
N -2.547 -0.442 -2.779  -0.003
C -2.609 0.806 -3.361  -0.069
C -2.467 1.723 -2.388  -0.105
N -2.312 1.071 -1.193  0.018
B -2.087 1.904 0.078  -0.607
N -0.728 2.660 0.067  0.011
C -0.551 3.659 0.981  -0.081
C 0.661 4.214 0.781  -0.053
N 1.256 3.555 -0.269  0.000
C 0.385 2.602 -0.688  -0.688
S 0.635 1.501 -1.965  0.608
C 2.500 4.068 -0.866  -0.543
C 3.169 3.087 -1.826  -0.095
C 2.114 5.338 -1.633  -0.020
C 3.493 4.378 0.262  -0.026
N -2.223 1.061 1.365  0.015
C -3.457 0.704 1.830  -0.083
C -3.296 -0.092 2.908  -0.047
N -1.949 -0.229 3.121  0.004
C -1.315 0.477 2.157  -0.672
S 0.385 0.683 2.045  0.654
C -1.319 -0.978 4.215  -0.550
C -2.384 -1.736 5.010  -0.047
C -0.606 0.015 5.138  -0.038
C -0.341 -2.006 3.638  -0.048
C -2.380 -0.259 -1.438  -0.718
S -2.339 -1.446 -0.247  0.621
H -1.383 -2.438 -5.220  0.085
H -0.579 -1.192 -4.261  0.092
H -1.804 -0.747 -5.447  0.074
H -2.276 -3.761 -3.542  0.086
H -3.045 -3.123 -2.087  0.038
H -1.322 -2.864 -2.358  0.047
H -4.052 -2.593 -4.897  0.087
H -4.249 -0.844 -4.785  0.076
H -4.738 -1.878 -3.439  0.091
H -2.743 0.948 -4.411  0.116
H -2.454 2.790 -2.442  0.125
H -2.941 2.743 0.118  0.126
H -1.307 3.894 1.700  0.128
H 1.128 5.012 1.311  0.115
H 2.583 2.957 -2.728  0.033
H 3.303 2.113 -1.366  0.055
H 4.145 3.479 -2.101  0.088
H 1.377 5.098 -2.396  0.092
H 2.987 5.762 -2.122  0.088
H 1.697 6.088 -0.965  0.080
H 3.653 3.494 0.872  0.078
H 3.154 5.178 0.913  0.072
H 4.450 4.673 -0.164  0.090
H -4.350 1.046 1.350  0.128
H -4.038 -0.570 3.507  0.114
H -3.092 -1.063 5.488  0.084
H -1.886 -2.307 5.790  0.089
H -2.917 -2.436 4.369  0.091
H -1.316 0.729 5.551  0.090
H 0.161 0.558 4.593  0.031
H -0.138 -0.523 5.957  0.088
H -0.835 -2.596 2.870  0.092
H -0.002 -2.668 4.429  0.087
H 0.526 -1.523 3.201  0.025
S 5.313 -2.070 0.628  1.016
C 5.298 -0.385 0.924  -0.426
C 4.074 0.172 0.717  -0.232
C 3.072 -0.741 0.310  -0.341
C 3.597 -2.007 0.238  -0.534
C 2.865 -3.215 -0.001  -0.315
C 3.477 -4.477 -0.018  -0.036
C 2.698 -5.606 -0.132  -0.060
C 1.317 -5.472 -0.246  -0.061
C 0.793 -4.191 -0.273  -0.138
N 1.535 -3.102 -0.158  -0.026
H 6.199 0.098 1.251  0.057
H 3.893 1.221 0.888  0.073
H 4.550 -4.547 0.072  0.084
H 3.152 -6.588 -0.125  0.108
H 0.672 -6.336 -0.310  0.101
H -0.273 -4.029 -0.378  0.097

Forces on atoms 1 to 2 (eV/Å):
-0.256 -0.177 -0.396
-0.076 0.010 0.153

Summary:
gap between HOMO and LUMO: 0.2310 Eh
E_LUMO: 0.0119 hartree
highest occupied orbital energy: -5.96 eV


Computed maximum force, in the same sequence as the records: 0.0845, 0.0168, 0.0234 Eh/bohr.